(1)
27
Properties=species:S:1:pos:R:3:forces:R:3 method="wB97M-V/def2-TZVPD" e_above_lowest_ev=1.027 homo_lumo_gap_ev=11.479 homo_ev=-14.4 charge=+1
C 0.510864 -1.391403 -1.639331 -1.9 0.9 -2.6
O -0.658755 -0.882117 -2.373063 0.6 0.6 0.4
C 0.336990 -1.082192 -0.200756 1.7 -3.0 1.7
C 1.629642 -1.611736 0.485186 0.5 1.1 -0.7
N 0.077810 0.360458 -0.032806 -1.4 -0.1 -0.1
H 0.545822 -2.428162 -1.972794 0.6 -0.2 1.0
H 1.335463 -0.830857 -2.093441 0.1 -0.2 0.2
H -1.446955 -1.259851 -1.973680 -0.2 -0.2 -0.1
H -0.450777 -1.708903 0.241395 -0.4 0.9 -0.3
H 1.544653 -1.873312 1.531900 0.0 0.4 -0.1
H 2.340227 -0.804445 0.291905 0.4 0.0 0.7
H 2.095607 -2.456641 -0.030891 -0.6 0.0 -0.2
H -0.516302 0.609729 0.757024 -0.2 -0.6 0.2
H 0.845364 1.021082 0.101246 0.4 -0.3 -0.9
H -0.504376 0.565307 -0.878223 0.6 0.4 0.4
H 0.466252 2.564641 -2.112788 0.9 0.8 -0.1
H 1.804171 3.196636 -1.352023 -0.4 0.5 -0.7
O 1.189376 2.470717 -1.474246 -0.4 -1.1 0.6
H -3.388180 -1.131339 0.207745 0.5 -0.1 -0.5
H -3.305942 0.197043 0.752495 0.3 0.6 -0.1
O -2.837714 -0.335831 0.096794 -0.8 -0.5 0.6
H -1.341200 3.124183 1.297281 -0.2 0.3 0.1
H -0.481335 3.204101 0.019078 0.1 0.0 0.5
O -0.482197 2.893459 0.941609 0.1 -0.2 -0.5
H 0.247788 -1.525318 3.313154 -0.6 -0.5 -0.3
H 0.489008 -0.123955 3.300194 -0.4 0.5 -0.4
O -0.045307 -0.761306 2.797025 0.7 0.3 1.0


(2)
26
Properties=species:S:1:pos:R:3:forces:R:3 method="wB97M-V/def2-TZVPD" e_above_lowest_ev=0.000 homo_lumo_gap_ev=10.967 smiles=CCC.O.O.O.O.O homo_ev=-10.7
C -3.258612 -0.254505 0.251541 0.6 1.6 -1.0
C -1.763041 -0.406065 -0.053764 0.2 -0.3 0.6
C -1.455523 -1.719832 -0.756230 0.7 -0.2 -1.2
H -3.476969 0.802245 0.167347 0.0 0.6 0.7
H -3.584046 -0.582153 1.224823 -0.2 -0.5 0.0
H -3.849032 -0.540408 -0.616476 -0.2 -1.1 0.3
H -1.157067 -0.297836 0.846650 -0.2 -0.3 0.4
H -1.398220 0.456393 -0.607646 -0.3 -0.1 -0.7
H -0.632380 -1.655285 -1.480853 0.2 0.4 0.3
H -1.178033 -2.575771 -0.139007 -0.4 0.2 0.3
H -2.267080 -1.994613 -1.427509 -0.4 -0.2 0.3
O 1.071553 0.604300 -2.299168 -0.3 -0.5 0.3
H 1.013835 0.715710 -3.251825 0.0 0.5 0.2
H 1.183570 1.447448 -1.825932 0.2 0.1 -0.8
O -0.265763 0.273899 3.435179 -0.1 0.3 -0.1
H 0.464798 0.510786 2.834756 -0.1 -0.3 0.3
H -0.111057 -0.639904 3.684856 0.1 0.0 -0.1
O 2.072471 0.357844 1.837642 0.2 -0.3 -0.2
H 2.796732 -0.048874 2.328128 0.0 0.2 0.1
H 1.943334 -0.283253 1.115621 0.1 0.2 -0.2
O 2.216752 2.966473 -1.068876 0.0 -0.2 -0.6
H 1.439099 3.399709 -0.709859 0.1 0.0 0.5
H 2.573136 2.337182 -0.432229 -0.2 0.2 0.4
O 2.464099 -1.074939 -0.662713 -0.2 -0.3 0.4
H 1.828441 -0.729051 -1.314110 0.3 0.2 -0.1
H 3.329003 -1.069500 -1.080345 -0.1 0.1 -0.1


(3)
32
Properties=species:S:1:pos:R:3:forces:R:3 method="wB97M-V/def2-TZVPD" e_above_lowest_ev=0.347 homo_lumo_gap_ev=11.326 homo_ev=-14.1 charge=+1
O 1.710019 1.404220 -0.636497 0.3 0.2 0.1
C 2.342287 0.951124 0.278151 -0.3 -0.1 0.1
C 1.601504 0.267008 1.442628 0.2 0.2 -1.1
C 1.646838 -1.252921 1.161954 -0.5 -0.2 0.1
O 1.814978 -1.510314 -0.234502 0.5 0.0 0.0
N 0.202479 0.758515 1.390808 -0.2 0.5 0.2
H 3.441170 0.946250 0.304584 0.0 0.0 0.0
H 2.017088 0.554236 2.403367 0.1 -0.2 0.1
H 0.672227 -1.678043 1.412495 0.1 0.0 0.4
H 2.411688 -1.727298 1.769023 0.1 0.0 -0.1
H 2.508178 -2.173411 -0.372735 -0.3 0.2 0.1
H -0.408896 0.246805 0.744016 -0.1 -0.1 0.2
H -0.210908 0.685521 2.317354 -0.3 -0.2 -0.1
H 0.126181 1.762696 1.132574 0.3 -0.1 0.0
H -1.545166 -1.662012 0.184819 -0.1 0.0 0.2
H -2.552417 -1.437153 1.292420 0.0 0.2 0.2
O -1.748313 -1.053429 0.925285 0.1 -0.6 -0.2
H -2.965846 -0.372026 -2.009196 -0.1 0.3 0.1
H -1.453976 -0.423559 -2.091902 0.1 0.5 0.1
O -2.182011 0.097030 -1.696439 -0.3 -0.7 -0.6
H -2.377577 2.949321 -0.049775 -0.4 -0.2 -0.3
H -2.346636 1.374788 -0.427337 0.1 0.6 -0.2
O -1.916742 2.115453 0.044193 0.6 -0.1 0.7
H -0.482721 -2.588419 -1.453745 -0.1 -0.4 -0.3
H -1.866279 -3.242803 -1.585998 0.1 -0.1 -0.1
O -1.079050 -3.227818 -1.031133 0.0 0.6 0.4
H 0.823292 -0.911653 -1.977892 -0.1 -0.1 0.0
H 0.412913 -0.732758 -3.439898 -0.2 -0.3 0.1
O 0.131354 -1.159666 -2.615007 0.5 0.4 -0.1
H 0.643340 3.473469 0.205610 0.0 0.3 0.0
H -0.094715 3.994215 1.447108 0.1 0.2 0.0
O 0.725718 3.572629 1.165669 -0.2 -0.4 -0.1


(4)
30
Properties=species:S:1:pos:R:3:forces:R:3 method="wB97M-V/def2-TZVPD" s2=0.750 spin_multiplicity=2 homo_lumo_gap_ev="3.042 / 10.512" homo_ev="0.1 / -7.4" charge=-1
O 7.240474 -7.879431 1.710249 0.6 0.2 0.1
H 6.568343 -8.355320 1.222395 -0.4 -0.4 -0.5
H 6.990476 -7.984681 2.628205 0.0 -0.2 0.5
O 12.858511 -9.027607 -0.276909 0.5 0.0 0.2
H 12.196124 -8.336677 -0.286489 -0.3 0.2 0.2
H 12.627053 -9.592192 -1.014406 -0.1 -0.3 -0.4
O 9.308080 -10.973818 -1.020739 0.9 0.1 -0.7
H 8.444247 -11.227286 -1.345966 -0.7 -0.1 -0.2
H 9.192736 -10.888736 -0.074330 -0.2 0.0 1.0
O 9.999731 -7.912604 -0.198275 0.7 0.7 -0.2
H 9.155763 -7.977470 0.248644 -0.6 -0.1 0.4
H 10.107640 -8.759371 -0.631376 -0.2 -0.5 -0.3
O 6.865342 -5.447457 0.614626 -0.4 0.8 -0.1
H 7.613780 -5.308997 0.034178 0.4 0.2 -0.4
H 7.136154 -6.163979 1.188631 0.0 -0.5 0.2
O 11.548269 -10.743075 -2.696131 0.7 0.3 -0.3
H 11.705487 -11.422932 -3.351356 0.1 -0.1 -0.2
H 10.826517 -11.082284 -2.166754 -0.8 0.0 0.6
C 9.412667 -3.086476 -2.199540 0.8 -0.7 0.6
C 10.189309 -4.422971 -1.878760 -1.3 0.3 0.3
C 11.319825 -4.254056 -0.901605 1.4 0.7 -0.6
O 9.242338 -5.260526 -1.219636 -0.5 0.3 -0.2
H 8.567803 -3.295222 -2.855838 0.0 0.0 0.2
H 9.979161 -2.244388 -2.597132 0.5 -0.4 -0.5
H 9.080948 -2.671169 -1.247922 -0.5 -0.3 0.1
H 10.447662 -4.973203 -2.783523 0.5 0.4 -0.3
H 12.185369 -3.843331 -1.421448 0.0 1.0 0.0
H 11.840164 -5.129612 -0.513354 -1.0 -0.7 0.1
H 10.988109 -3.630689 -0.071260 0.2 0.0 0.0
H 9.765486 -6.022656 -0.960662 -0.3 -0.8 0.3


(5)
34
Properties=species:S:1:pos:R:3:forces:R:3 method="wB97M-V/def2-TZVPD" e_above_lowest_ev=1.381 homo_lumo_gap_ev=8.983 smiles="NCNCC(N)=O.O.O.O.O.O.O" homo_ev=-8.7
N -1.382174 -1.018621 -2.312930 -1.1 -0.6 0.8
C -1.014954 0.308951 -1.883845 -0.5 1.5 -0.4
N -0.098494 0.365963 -0.758788 -2.1 -1.1 0.3
C -0.153775 1.561198 0.069304 3.3 -1.2 0.0
C 0.818267 1.368146 1.265230 -1.2 0.7 -0.5
N 0.313144 0.617626 2.295475 0.5 0.5 0.8
O 1.888842 1.937102 1.255863 0.4 -0.6 0.2
H -0.697654 -1.765874 -2.251121 1.0 0.8 -0.6
H -1.964970 -1.405836 -1.573277 -0.6 0.3 -0.4
H -1.898262 0.902413 -1.568155 -0.2 -1.0 0.3
H -0.842711 0.958163 -2.768239 1.3 -0.6 0.1
H 0.802425 -0.018012 -0.976113 0.5 0.4 0.1
H -1.106989 1.842254 0.492730 -0.6 -0.1 -0.6
H 0.366131 2.331009 -0.469090 -0.8 0.6 0.1
H 0.780750 0.746463 3.187509 0.2 0.0 -0.2
H -0.690357 0.623884 2.406031 0.0 -0.5 -0.3
O -1.716012 -3.159017 -0.494938 0.1 0.0 -0.2
H -1.101153 -2.806519 0.163148 -0.3 -0.1 0.4
H -2.109580 -3.957124 -0.142072 0.0 -0.2 0.2
O 1.765762 -2.082546 2.861457 0.1 0.2 0.1
H 1.243272 -1.291447 2.668256 -0.2 -0.2 -0.1
H 2.548785 -1.939476 2.322559 0.1 -0.1 0.0
O 1.245873 -2.907846 -0.038872 0.1 0.1 0.0
H 1.326700 -3.663702 0.554096 -0.1 0.1 0.0
H 0.476551 -3.076619 -0.589669 0.2 -0.3 -0.2
O -0.198100 4.173821 -0.511180 0.1 0.8 -0.2
H -1.037526 4.579199 -0.289659 -0.1 0.3 0.0
H 0.357831 4.875690 -0.869730 -0.1 0.0 0.1
O 2.482758 1.659430 -2.003440 -0.7 0.1 -0.7
H 3.352086 1.273589 -1.912118 0.1 0.1 0.6
H 2.142555 1.987689 -1.164265 0.7 -0.1 0.3
O -1.822576 -0.916837 1.374818 -0.3 -0.1 -0.3
H -1.536094 -0.581940 0.502986 0.5 0.0 0.2
H -2.540339 -1.521184 1.158053 -0.1 0.1 0.1


(6)
34
Properties=species:S:1:pos:R:3:forces:R:3 method="wB97M-V/def2-TZVPD" e_above_lowest_ev=0.462 s2=0.754 spin_multiplicity=2 homo_lumo_gap_ev="11.842 / 5.300" homo_ev="-17.8 / -17.8" charge=+2
O -0.959240 -0.936926 0.584227 1.9 1.4 -0.6
H -0.120990 -1.397191 0.668492 0.8 -0.7 0.2
H -1.626781 -1.532207 0.235490 -2.2 -1.0 -0.3
H -1.154866 -0.547100 1.439427 -0.7 0.1 1.4
O -1.801782 -0.834372 3.424044 0.3 0.3 -0.7
H -1.236653 -0.956790 4.186851 0.1 0.1 0.3
H -2.479767 -1.503550 3.517795 -0.3 -0.2 0.1
O -0.141728 2.080702 1.575349 0.2 -0.4 -0.2
H -0.636514 2.493267 0.867382 -0.2 0.2 -0.2
H -0.536822 2.424770 2.376442 -0.1 0.2 0.5
O -3.159050 -1.856279 -0.222753 0.4 -0.1 -0.1
H -4.037213 -1.546968 -0.000533 -0.3 0.3 0.2
H -3.307568 -2.621572 -0.778176 0.0 -0.4 -0.3
O 1.664653 -0.045218 1.606229 -0.1 -0.4 -0.7
H 1.949461 -0.182845 2.509659 0.5 -0.2 0.2
H 1.210779 0.797356 1.623391 -0.7 0.8 0.4
O -0.594880 -1.335180 -2.458360 0.1 -0.3 0.2
H 0.126031 -0.705594 -2.469695 0.0 -0.1 -0.1
H -1.273838 -0.913122 -1.931944 -0.4 0.2 -0.1
O -0.234738 -3.372206 1.817916 0.0 0.5 -0.3
H 0.170143 -3.172739 2.662029 0.2 -0.1 0.3
H -0.828180 -4.100227 2.002458 -0.1 -0.4 -0.1
C 1.439066 1.124553 -3.124931 0.4 -0.6 -1.3
C 1.876662 1.439526 -1.737491 -0.1 -3.0 -2.1
C 1.378257 2.755350 -1.286337 -0.4 2.6 1.3
O 1.391532 0.410343 -0.941655 -0.4 1.1 -1.2
H 1.812938 0.112088 -3.277396 -0.1 -0.1 -0.5
H 2.004546 1.750513 -3.815235 0.0 0.2 0.0
H 0.399907 1.172005 -3.450503 -0.2 0.2 0.5
H 2.962326 1.454119 -1.833528 0.7 0.1 1.2
H 0.301540 2.796591 -1.450910 0.1 0.1 0.2
H 1.894035 3.456601 -1.942334 -0.2 0.0 -0.2
H 1.716830 2.997403 -0.278934 -0.4 -0.1 0.1
H 1.831906 0.294899 -0.096466 1.2 -0.4 1.8


What maximum force values result from the calculations? In sequence: 3.86, 1.94, 1.15, 1.73, 3.48, 3.62 eV/A.